DFT (wB97M-V/def2-TZVPD) results for 11 unconnected molecules or ions with the total composition C5H31N2O10 at a distorted geometry.

frontier orbital gap	9.76	eV
relative energy (zero: lowest compared OMol25 entry of this formula, charge and spin)	4.347	eV
highest occupied orbital energy	-12.48	eV

Geometry as ORCA input:
```
! RIJCOSX wB97M-V def2-TZVPD def2/J DEFGRID3
* xyz 1 1
O -3.2519 -0.2773 0.4841
O 2.1347 1.6618 4.6697
O 0.3003 -4.5450 0.5705
O -1.0991 1.0351 3.0244
O 0.6107 -1.2533 0.9693
O -4.7229 0.7460 -1.4558
O 1.0215 -0.5363 3.9012
O 1.1608 -2.8473 -1.5233
O 0.9984 -3.2547 3.4061
O 2.6912 2.0809 1.7997
N 1.3052 1.6298 -3.3686
N 0.9272 -0.2476 -1.4586
C 2.1414 2.3050 -4.0517
C -0.0898 1.7006 -3.5466
C -0.5608 0.0001 -1.4579
C -0.8605 1.3072 -2.3076
C -0.7619 2.1225 -4.6100
H -1.0337 -0.8328 -2.0042
H -4.1182 -0.3973 0.9042
H 1.4427 2.2516 4.9854
H -1.8892 1.0797 -2.5351
H 0.2425 0.0335 3.9953
H -0.8904 0.0715 -0.4457
H 2.4572 1.4935 1.0675
H 1.4626 0.5757 -1.7538
H 3.1889 1.3985 2.2792
H -0.2200 2.5339 -5.4620
H 0.3758 -4.0748 1.4138
H -1.8152 1.9785 -4.6608
H 2.0847 1.9134 3.7329
H 1.1724 -0.9599 1.6994
H 0.3142 -3.2837 -1.4116
H -0.2508 -1.6242 1.2021
H -3.4541 0.1388 -0.3841
H 0.9486 -2.2776 3.5524
H -1.2810 1.4408 3.8760
H -0.8064 2.1756 -1.6509
H 1.2711 -0.7307 -0.6104
H 1.0646 -0.7864 -2.3191
H 1.8317 -3.3674 -1.0631
H -4.9687 1.6594 -1.6426
H 1.7057 2.9843 -4.8063
H -0.0067 -5.4137 0.8405
H 3.1944 2.1197 -4.0232
H -5.5100 0.4708 -0.9557
H -1.7128 1.4415 2.4092
H 1.5536 -0.2645 4.6591
H 1.7023 -3.3749 4.0672
*
```

DFT (wB97M-V/def2-TZVPD) results for a molecular structure, C5H31NO12 at a distorted geometry.

frontier orbital gap	8.11	eV
relative energy (zero: lowest compared OMol25 entry of this formula, charge and spin)	2.668	eV
highest occupied orbital energy	-2.92	eV

Geometry as ORCA input:
```
! RIJCOSX wB97M-V def2-TZVPD def2/J DEFGRID3
* xyz -2 1
O 2.9334 -0.0712 2.5202
O 1.2904 -2.0868 2.1012
O -1.7508 -1.4128 -1.6344
O -0.0562 -3.8162 -2.5927
O -2.3353 -0.4143 -3.9146
O 4.0975 -0.2518 0.3577
O -2.9558 0.5163 2.2529
O 2.4183 3.0749 1.2542
O -2.7128 -2.7877 0.2979
O -3.2966 3.4641 -1.6423
O -1.3668 -1.6561 2.2946
O 3.6354 -2.7333 0.3687
N -1.2798 1.4966 -1.6725
C 0.3763 2.6581 0.1629
C 0.2966 1.1203 0.1712
C -0.5303 -0.8788 -1.2544
C -0.7877 0.5264 -0.6546
C 1.0392 3.0562 1.4634
H -2.3047 1.2465 2.2068
H 1.2858 0.8362 -0.3300
H -0.0784 -1.5935 -0.5192
H 3.6559 -0.1857 1.5136
H -2.4422 -2.3024 -0.6233
H 0.6902 -3.4581 -2.0323
H 0.7620 2.4363 2.3228
H 0.7631 3.2716 -0.6668
H -0.3677 -2.9398 -2.8894
H 3.4130 -2.2097 1.1494
H -2.3205 -0.8450 -2.9598
H 3.5146 0.3309 -0.1455
H -2.3767 3.1374 -1.6086
H 1.8423 -1.2587 2.3061
H -0.6562 3.0414 0.3770
H 0.1785 -0.8293 -2.0875
H 1.4160 -2.3027 1.1712
H 3.8161 -1.9692 -0.2203
H 2.8073 2.1744 1.0923
H 0.2484 0.6173 1.1360
H -1.6999 0.3171 -0.0447
H -0.4761 1.7700 -2.2407
H -3.8626 2.7527 -1.3121
H -0.3934 -1.8081 2.2859
H -1.5922 -0.8911 -4.3076
H -1.9668 1.1525 -2.3857
H -3.4671 -2.1857 0.4635
H -2.2836 -0.2335 2.1492
H 3.6300 0.1384 3.1469
H 0.9072 4.1189 1.7169
H -1.6572 -2.1331 1.4565
*
```

DFT (wB97M-V/def2-TZVPD) results for a molecular structure, C5H31NO12 at a distorted geometry.

frontier orbital gap	8.21	eV
relative energy (zero: lowest compared OMol25 entry of this formula, charge and spin)	0.000	eV
highest occupied orbital energy	-3.00	eV

Geometry as ORCA input:
```
! RIJCOSX wB97M-V def2-TZVPD def2/J DEFGRID3
* xyz -2 1
O -2.2964 0.8600 2.9072
O -0.2424 0.9223 -3.5176
O 3.2084 1.2645 0.6653
O -4.5122 -0.0743 -0.3494
O -2.2042 -0.7821 0.7994
O 1.9346 -1.0172 -2.5869
O -1.9945 -3.5458 0.2999
O 0.0405 -4.1362 2.1877
O -1.3083 -1.9167 3.1573
O 3.1624 1.3329 -1.9691
O 0.7672 -3.5455 -0.4453
O 1.6343 2.8702 -3.0438
N -1.0607 1.0143 -0.2992
C 2.2665 0.3024 1.1043
C 0.1872 3.0329 0.1303
C 0.2807 1.5183 0.0585
C -1.2801 -0.4352 -0.2100
C 0.8995 0.9398 1.3480
H -1.7010 1.5791 2.6337
H -2.3297 0.2616 2.0956
H -1.6783 -1.6252 2.2705
H -0.4090 3.3473 0.9892
H 4.0430 1.4000 -2.3635
H 1.0981 -2.8460 -1.0553
H -3.6958 -0.3838 0.1440
H -1.5249 -3.8726 1.0827
H 1.2337 3.3010 -2.2640
H 0.5412 -3.8516 1.3969
H 2.6481 -0.0905 2.0434
H -4.1538 0.0828 -1.2288
H 2.1879 -0.5058 0.3870
H 0.2394 0.2246 1.8366
H 1.1835 3.4530 0.2441
H -0.6648 0.9027 -2.6544
H 0.9282 1.2516 -0.7804
H -0.2143 -3.4934 -0.4928
H 1.0506 1.7246 2.1047
H 1.1522 -0.6509 -3.0300
H 2.4298 -0.2103 -2.2914
H -0.2787 -3.3111 2.6104
H -1.3518 -1.0681 3.6292
H -0.2874 3.4452 -0.7586
H -1.7876 1.4608 0.2467
H -1.6718 -0.7555 -1.1791
H -0.3310 -0.9404 -0.0242
H 3.2414 1.3362 -0.3272
H -2.1818 -2.5911 0.4990
H 0.4344 1.6505 -3.4234
H 2.3680 2.1707 -2.5774
*
```